1.
Entry from OMol25: a 2-piece molecular cluster, C26H53BBrN2O6PS2 overall (ωB97M-V with the def2-TZVPD basis set).

```
92
C26H53BBrN2O6PS2 ωB97M-V with the def2-TZVPD basis set
C -2.55 -4.99 3.55
C -3.42 -4.18 2.57
C -3.04 -2.69 2.54
C -2.26 -2.42 1.27
O -2.06 -1.03 1.00
N -0.86 -0.30 1.25
B 0.02 -0.94 2.43
O 0.73 -0.07 3.21
O -0.10 -2.24 2.82
C -1.50 1.01 1.76
C -2.15 0.77 3.12
C -2.62 1.50 0.78
S -4.36 1.17 1.19
C -4.94 0.07 -0.10
C -5.39 0.78 -1.38
C -0.46 2.15 1.90
N -0.24 2.53 3.29
C 0.75 3.16 3.61
S 2.03 3.94 4.03
O 0.80 1.83 1.39
C 0.89 1.25 0.08
C 0.30 2.31 -0.86
C 2.42 1.22 -0.07
C 3.11 2.56 -0.36
C 3.35 2.86 -1.85
C 2.64 4.08 -2.44
O 1.73 3.69 -3.47
C 0.16 -0.19 0.00
C -0.40 -0.33 -1.49
Br -2.06 -1.38 -1.86
C 0.54 -0.89 -2.58
C 1.73 -0.08 -3.08
P 1.37 -1.62 0.25
C 2.87 -1.56 1.31
C 4.19 -1.69 0.52
C 0.93 -3.40 0.16
C 0.08 -4.02 -0.94
H -2.95 -4.93 4.55
H -2.49 -6.03 3.24
H -1.53 -4.59 3.54
H -3.28 -4.62 1.58
H -4.47 -4.30 2.81
H -3.95 -2.09 2.48
H -2.50 -2.40 3.44
H -2.87 -2.79 0.44
H -1.37 -3.03 1.24
H 1.50 0.32 2.80
H -0.33 -2.32 3.75
H -2.69 1.67 3.39
H -2.86 -0.06 3.10
H -1.43 0.60 3.91
H -2.56 2.58 0.73
H -2.45 1.14 -0.23
H -4.23 -0.72 -0.31
H -5.80 -0.42 0.36
H -4.81 1.69 -1.53
H -5.33 0.13 -2.25
H -6.42 1.11 -1.26
H -0.84 3.08 1.47
H -0.78 2.26 -0.97
H 0.73 2.29 -1.86
H 0.51 3.29 -0.44
H 2.77 0.45 -0.74
H 2.78 0.93 0.91
H 4.09 2.48 0.12
H 2.64 3.38 0.16
H 4.41 3.04 -2.00
H 3.11 2.00 -2.46
H 2.13 4.67 -1.68
H 3.38 4.74 -2.89
H 0.84 3.99 -3.27
H -0.78 0.60 -1.86
H 0.84 -1.91 -2.39
H -0.12 -0.96 -3.44
H 1.91 -0.39 -4.11
H 1.56 0.99 -3.14
H 2.66 -0.32 -2.57
H 2.92 -0.75 2.03
H 2.79 -2.45 1.94
H 5.02 -1.28 1.08
H 4.13 -1.24 -0.47
H 4.40 -2.75 0.36
H 0.54 -3.73 1.12
H 1.91 -3.88 0.11
H 0.35 -3.73 -1.95
H -0.98 -3.86 -0.81
H 0.23 -5.10 -0.87
C 3.52 4.06 -6.15
O 4.54 3.59 -6.87
H 2.50 4.05 -6.65
H 3.32 3.52 -5.18
H 3.60 5.15 -5.81
```



2.
Entry from OMol25: the molecule C4H7N3O2 (ωB97M-V with the def2-TZVPD basis set).

```
16
Properties=species:S:1:pos:R:3
C 0.12 -0.41 -1.08
C 0.40 1.76 0.06
C 0.10 1.80 -2.41
C -0.53 -1.98 2.43
N 0.49 -1.06 -0.02
N 0.16 1.23 -1.02
N 0.72 -0.56 1.12
O 0.49 2.37 1.05
O 0.78 -1.54 2.09
H -0.02 -0.75 -2.00
H -0.61 2.61 -2.41
H 1.14 1.91 -2.63
H -0.43 1.00 -2.95
H -1.35 -2.00 1.72
H -1.11 -1.38 3.13
H -0.34 -2.98 2.91
```

Properties
Energy above the lowest of the compared OMol25 structures with the same formula, charge and spin: 172.0 kcal/mol



3.
Entry from OMol25: C9H27F10K3N5O32P3S10 as an isolated structure (ωB97M-V with the def2-TZVPD basis set).

```
99
Properties=species:S:1:pos:R:3
K 0.68 1.27 -3.44
K 0.67 -2.33 3.24
K -2.39 -0.85 2.27
N 1.19 4.00 -3.95
S 2.27 4.60 -2.82
O 1.83 5.80 -2.17
O 3.67 4.36 -2.94
F 1.86 3.59 -1.61
S 1.94 4.60 -5.19
O 3.05 3.80 -5.69
O 1.98 6.02 -5.35
F 0.83 4.20 -6.31
N -2.14 1.64 -3.71
S -2.20 0.83 -5.16
O -3.49 0.68 -5.80
O -1.20 -0.21 -5.31
F -1.37 1.86 -6.05
S -3.28 0.96 -2.94
O -3.32 -0.48 -3.03
O -4.53 1.65 -2.81
F -2.68 1.12 -1.43
N 3.43 -2.55 3.61
S 3.26 -1.66 5.05
O 2.02 -0.92 5.23
O 4.47 -1.19 5.63
F 3.00 -3.04 5.90
S 4.09 -1.32 2.87
O 5.50 -1.04 3.04
O 3.24 -0.19 2.70
F 3.89 -2.04 1.46
N -0.01 -0.11 1.15
S 0.26 1.39 1.11
O -0.10 2.03 -0.14
O 1.28 2.01 1.91
F -1.03 1.80 1.97
S 1.07 -0.52 -0.07
O 2.43 -0.09 -0.16
O 0.33 -0.61 -1.32
F 1.25 -2.08 0.40
N -4.95 3.13 5.06
S -5.12 2.10 6.20
O -4.19 2.27 7.30
O -5.75 0.82 5.88
F -6.40 2.83 6.89
S -3.62 2.41 4.36
O -3.78 1.07 3.85
O -2.32 2.95 4.68
F -3.82 3.25 3.01
C -4.48 -6.45 1.20
O -3.10 -6.78 1.41
P -1.99 -6.75 0.24
O -0.73 -7.42 0.62
O -2.83 -7.37 -0.97
C -2.19 -8.26 -1.90
O -1.91 -5.19 0.02
C -1.14 -4.59 -1.02
H -4.66 -6.07 0.19
H -4.87 -5.69 1.87
H -4.99 -7.42 1.20
H -2.40 -7.85 -2.89
H -2.72 -9.21 -1.78
H -1.13 -8.47 -1.73
H -0.62 -5.32 -1.65
H -0.40 -3.89 -0.62
H -1.69 -4.03 -1.78
C 0.85 -2.83 -4.94
O 2.27 -2.93 -5.16
P 3.14 -2.13 -4.11
O 2.74 -0.76 -3.86
O 4.67 -2.31 -4.58
C 5.07 -3.60 -5.03
O 3.08 -3.06 -2.80
C 4.09 -2.97 -1.81
H 0.37 -2.41 -5.82
H 0.51 -2.22 -4.10
H 0.46 -3.84 -4.81
H 5.86 -3.91 -4.34
H 5.49 -3.56 -6.04
H 4.30 -4.36 -4.94
H 3.75 -2.46 -0.91
H 4.92 -2.33 -2.12
H 4.48 -3.94 -1.50
C -0.26 8.29 3.47
O 0.21 6.96 3.75
P -0.85 5.74 3.87
O -1.68 5.79 5.07
O 0.16 4.50 3.71
C 0.69 4.00 4.94
O -1.72 5.87 2.52
C -1.11 5.96 1.25
H -1.16 8.33 2.85
H 0.47 8.89 2.93
H -0.49 8.63 4.48
H 1.71 3.63 4.81
H 0.02 3.22 5.29
H 0.78 4.77 5.71
H -0.94 7.02 1.01
H -1.68 5.52 0.43
H -0.14 5.48 1.06
```

Properties
Total charge: -2



4.
Entry from OMol25: C38H62BrIrN3O2Si3 as an isolated structure (ωB97M-V with the def2-TZVPD basis set).

```
110
Properties=species:S:1:pos:R:3
Ir -0.22 0.38 0.23
C 2.87 2.75 1.96
Si 1.67 3.37 0.66
C 1.34 5.16 1.11
C 2.68 3.33 -0.92
C -0.02 2.51 0.55
Si -0.87 2.98 -1.07
C -0.82 4.80 -1.52
C -2.69 2.53 -1.04
C 0.08 2.11 -2.45
Si -1.07 2.95 2.02
C -2.10 4.51 1.92
C -0.26 3.13 3.71
C -2.20 1.42 2.10
C -3.33 1.32 2.90
C -4.10 0.17 2.90
C -3.73 -0.88 2.08
C -2.59 -0.76 1.31
N -1.84 0.36 1.34
H 3.61 3.55 2.11
H 3.42 1.88 1.62
H 2.43 2.54 2.94
H 2.26 5.73 0.95
H 1.08 5.27 2.17
H 0.56 5.62 0.51
H 3.66 3.76 -0.69
H 2.24 3.92 -1.72
H 2.85 2.32 -1.30
H -1.28 5.43 -0.76
H -1.38 4.95 -2.45
H 0.20 5.18 -1.69
H -3.22 3.05 -0.24
H -2.87 1.46 -0.94
H -3.15 2.85 -1.98
H 0.85 2.76 -2.86
H -0.59 1.83 -3.26
H 0.60 1.17 -2.18
H -1.44 5.36 1.75
H -2.60 4.68 2.88
H -2.86 4.52 1.14
H 0.19 4.12 3.80
H 0.51 2.40 3.95
H -1.04 3.07 4.48
H -3.61 2.16 3.51
H -4.98 0.09 3.53
H -4.30 -1.80 2.03
H -2.28 -1.54 0.64
C -3.88 -5.90 -2.83
C -2.43 -5.55 -3.18
C -2.25 -5.59 -4.70
C -1.51 -6.60 -2.55
C -2.12 -4.15 -2.66
C -1.16 -3.89 -1.71
C -0.98 -2.57 -1.30
Br 0.29 -2.32 0.10
C -1.66 -1.45 -1.78
O -1.49 -0.22 -1.27
C -2.63 -1.72 -2.78
C -2.82 -3.04 -3.15
C -3.57 -0.66 -3.38
C -4.69 -0.41 -2.35
C -4.20 -1.11 -4.70
C -2.86 0.66 -3.68
H -4.12 -6.92 -3.16
H -4.59 -5.22 -3.31
H -4.05 -5.85 -1.75
H -2.48 -6.59 -5.08
H -1.22 -5.36 -4.98
H -2.90 -4.88 -5.21
H -1.74 -7.58 -2.96
H -1.64 -6.65 -1.47
H -0.46 -6.39 -2.76
H -0.56 -4.67 -1.26
H -3.58 -3.24 -3.89
H -5.23 -1.33 -2.14
H -5.40 0.33 -2.74
H -4.28 -0.03 -1.42
H -4.99 -1.85 -4.57
H -3.45 -1.52 -5.38
H -4.66 -0.25 -5.19
H -2.35 1.04 -2.81
H -3.59 1.39 -4.02
H -2.13 0.52 -4.48
C 7.33 -2.66 2.43
C 6.95 -1.41 1.64
N 5.74 -0.76 2.17
C 5.91 0.45 2.97
C 6.62 0.21 4.30
C 4.56 -1.21 1.70
O 4.44 -2.08 0.86
C 3.28 -0.64 2.28
C 2.96 -0.68 3.62
C 1.69 -0.29 4.01
C 0.78 0.12 3.05
N 1.09 0.16 1.74
C 2.33 -0.22 1.38
H 8.20 -3.14 1.97
H 6.51 -3.37 2.41
H 7.58 -2.43 3.46
H 6.76 -1.67 0.61
H 7.75 -0.66 1.66
H 4.94 0.90 3.13
H 6.49 1.17 2.37
H 6.13 -0.59 4.86
H 6.60 1.11 4.90
H 7.66 -0.07 4.15
H 3.69 -1.01 4.35
H 1.39 -0.31 5.04
H -0.22 0.38 3.33
H 2.55 -0.20 0.32
```

Properties
Total charge: +1
Energy above the lowest of the compared OMol25 structures with the same formula, charge and spin: 21.9 kcal/mol



Respective LUMO level values: -0.95, 0.04, 1.36, -3.27 eV.
Respective HOMO level values: -3.332, -7.224, -5.860, -10.156 eV.
Respective electronic energy values: -144756.2275, -12820.0722, -295118.2870, -145490.0052 eV.